# 1
Density functional theory data (the ωB97M-V functional and the def2-TZVPD basis) for a 13-piece molecular cluster, C30H54ClF18N8O22S6 overall in a non-equilibrium geometry.

The geometry in XYZ format:
```
139
Properties=species:S:1:pos:R:3
C 3.98 -4.40 0.44
C 2.57 -4.44 -0.01
O 1.64 -4.86 0.65
N 2.38 -3.77 -1.35
H 2.35 -2.76 -1.38
H 3.17 -4.09 -1.89
C 1.10 -4.26 -2.09
H 4.04 -4.54 1.52
H 4.47 -3.55 -0.03
H 4.55 -5.27 0.10
H 0.28 -4.00 -1.42
H 1.06 -5.35 -2.16
H 0.98 -3.67 -2.99
C 0.73 4.28 -5.13
C 1.36 3.38 -6.16
O 0.95 3.16 -7.29
N 2.65 2.63 -5.75
H 3.37 2.51 -6.44
H 3.17 3.21 -5.10
C 2.48 1.24 -5.05
H -0.33 4.34 -5.34
H 1.15 5.28 -5.21
H 0.86 3.74 -4.19
H 2.02 0.61 -5.80
H 1.70 1.28 -4.29
H 3.47 0.86 -4.78
C -0.35 1.94 3.71
C -1.23 3.23 4.04
O -1.04 4.27 3.41
N -2.46 3.00 5.01
H -3.09 3.71 4.66
H -2.93 2.12 4.93
C -2.13 3.28 6.55
H -0.35 1.79 2.63
H -0.87 1.06 4.09
H 0.68 2.17 4.00
H -3.05 3.18 7.13
H -1.64 4.23 6.75
H -1.59 2.38 6.84
C 4.77 1.72 -0.98
C 5.93 0.65 -0.95
O 7.05 0.99 -0.57
N 5.63 -0.77 -1.50
H 5.61 -1.42 -0.73
H 4.64 -0.90 -1.67
C 6.51 -1.07 -2.75
H 3.81 1.34 -0.66
H 4.56 1.92 -2.03
H 5.15 2.65 -0.55
H 7.55 -1.07 -2.43
H 6.24 -0.30 -3.47
H 6.11 -2.01 -3.11
C -2.08 -4.23 2.98
C -1.57 -4.69 4.45
N -0.58 -3.69 4.96
C -0.80 -2.33 5.07
C 0.30 -1.75 5.65
N 1.13 -2.82 6.03
C 0.64 -3.97 5.50
C 2.37 -2.64 6.83
H -2.84 -4.86 2.52
H -1.20 -4.11 2.35
H -2.40 -3.21 3.17
H -1.03 -5.62 4.25
H -2.32 -4.93 5.20
H -1.67 -1.79 4.70
H 0.61 -0.73 5.86
H 1.10 -4.95 5.56
H 3.18 -3.29 6.50
H 2.24 -2.85 7.89
H 2.68 -1.60 6.80
C -1.61 -2.11 -0.42
C -2.60 -0.98 -0.16
N -1.96 0.33 -0.12
C -2.40 1.42 0.60
C -1.58 2.55 0.27
N -0.54 2.09 -0.45
C -0.78 0.79 -0.71
C 0.62 2.76 -0.86
H -1.15 -1.96 -1.39
H -2.13 -3.06 -0.52
H -0.87 -2.17 0.38
H -3.12 -1.10 0.79
H -3.36 -1.01 -0.94
H -3.29 1.36 1.20
H -1.58 3.54 0.68
H -0.07 0.16 -1.22
H 1.03 2.34 -1.78
H 1.39 2.61 -0.10
H 0.43 3.81 -1.08
Cl 2.43 -0.82 -2.48
C 1.44 -1.54 2.05
F 0.39 -0.90 2.45
F 1.42 -2.70 2.69
F 1.44 -1.70 0.71
S 3.05 -0.61 2.63
O 3.05 -0.69 4.08
O 4.16 -1.45 2.11
O 3.00 0.78 2.11
C -6.19 -0.44 -0.36
F -5.87 -1.70 -0.40
F -5.28 0.22 0.44
F -6.10 0.07 -1.62
S -7.89 -0.10 0.39
O -8.87 -0.79 -0.44
O -7.92 -0.71 1.71
O -7.98 1.37 0.42
C -2.87 0.42 -3.98
F -1.96 -0.32 -3.46
F -3.61 -0.27 -4.92
F -3.79 0.73 -3.08
S -2.17 2.09 -4.77
O -3.35 2.87 -5.16
O -1.44 2.80 -3.66
O -1.20 1.66 -5.79
C -4.44 4.72 0.88
F -3.36 5.50 1.12
F -4.45 4.25 -0.40
F -4.33 3.67 1.77
S -6.02 5.78 1.13
O -7.14 4.80 1.17
O -5.84 6.49 2.40
O -6.01 6.72 0.01
C 5.54 5.56 -2.18
F 6.19 4.76 -1.32
F 5.40 6.73 -1.56
F 6.23 5.71 -3.29
S 3.77 4.83 -2.59
O 4.06 3.90 -3.69
O 3.25 4.22 -1.38
O 2.99 5.98 -2.95
C -3.28 -5.69 -3.66
F -2.52 -4.60 -4.01
F -4.59 -5.39 -3.58
F -3.16 -6.62 -4.58
S -2.59 -6.49 -1.88
O -2.97 -7.91 -1.87
O -1.10 -6.33 -2.03
O -3.29 -5.78 -0.80
```

- LUMO level (alpha / beta) (eV) = 1.13 / 1.13
- frontier orbital gap (alpha / beta) (eV) = 2.52 / 4.52
- 2S+1 = 2
- HOMO level (alpha / beta) (eV) = -1.385 / -3.390
- net charge = -2

=====

# 2
Density functional theory data (the ωB97M-V functional and the def2-TZVPD basis) for an isolated ion of composition C8H12NO2 and charge +1 in a non-equilibrium geometry.

The geometry in XYZ format:
```
23
Properties=species:S:1:pos:R:3
C 2.70 -1.04 -2.41
N 1.87 -0.98 -1.63
C 0.88 -0.81 -0.66
C -0.22 -1.85 -0.97
C -1.54 -1.08 -0.81
O -1.24 0.23 -1.24
C 0.00 0.65 -0.80
C 0.10 1.22 0.65
C -1.16 1.14 1.45
C 1.41 0.54 1.14
O 1.42 -0.79 0.54
H 3.55 -1.09 -3.08
H -0.12 -2.73 -0.24
H -0.11 -2.28 -1.92
H -2.31 -1.50 -1.37
H -1.66 -0.93 0.30
H 0.44 1.34 -1.66
H 0.38 2.27 0.56
H -1.47 0.18 1.84
H -1.95 1.60 0.86
H -1.03 1.72 2.36
H 2.17 1.23 0.71
H 1.29 0.50 2.20
```

- energy relative to the best compared isomer or geometry (same formula, charge and spin) (kcal per mole) = 57.7
- LUMO level (eV) = -4.28
- frontier orbital gap (eV) = 9.32
- HOMO level (eV) = -13.602
- net charge = +1
- structure (SMILES) = C#[N+][C@]12CCO[C@H]1[C@@H](C)CO2

=====

# 3
Density functional theory data (the ωB97M-V functional and the def2-TZVPD basis) for one molecule with the formula C2H4N2S2 in a non-equilibrium geometry.

The geometry in XYZ format:
```
10
Properties=species:S:1:pos:R:3
H -0.48 -1.88 -1.18
N -1.47 -1.72 -1.05
C -1.68 -0.89 -0.09
N -0.83 -0.41 0.95
S 0.84 -0.60 0.98
C 1.35 0.62 -0.08
S 0.41 1.71 -0.86
H -2.69 -0.57 0.09
H -1.14 0.52 1.30
H 2.40 0.61 -0.32
```

- energy relative to the best compared isomer or geometry (same formula, charge and spin) (kcal per mole) = 39.9
- LUMO level (eV) = -0.52
- frontier orbital gap (eV) = 8.62
- HOMO level (eV) = -9.145
- structure (SMILES) = [H]/N=C\NSC=S

=====

# 4
Density functional theory data (the ωB97M-V functional and the def2-TZVPD basis) for one molecule with the formula C5H8N2 in a non-equilibrium geometry.

The geometry in XYZ format:
```
15
Properties=species:S:1:pos:R:3
C 2.03 -0.68 0.83
C 0.65 -0.14 0.60
C -0.50 -0.67 1.09
N -1.61 0.00 0.45
C -1.02 0.74 -0.63
N -1.79 0.89 -1.80
C 0.31 0.88 -0.41
H 2.29 -1.53 0.19
H 2.80 0.09 0.68
H 2.10 -1.01 1.87
H -0.72 -1.69 1.39
H -1.99 0.70 1.11
H -1.15 0.83 -2.58
H -2.40 0.07 -1.81
H 1.00 1.51 -0.98
```

- energy relative to the best compared isomer or geometry (same formula, charge and spin) (kcal per mole) = 40.2
- LUMO level (eV) = 1.02
- frontier orbital gap (eV) = 8.58
- HOMO level (eV) = -7.562
- structure (SMILES) = Cc1c[nH]c(N)c1

=====

# 5
Density functional theory data (the ωB97M-V functional and the def2-TZVPD basis) for C5H11Ba2F3O4 as an isolated structure in a non-equilibrium geometry.

The geometry in XYZ format:
```
25
Properties=species:S:1:pos:R:3
Ba 38.23 11.48 4.05
Ba 38.65 12.18 -0.08
O 38.63 10.35 1.76
H 38.08 9.61 1.46
C 40.89 11.07 -2.26
O 40.04 10.19 -1.45
O 40.49 12.30 -2.05
C 42.32 10.85 -1.88
F 43.12 11.46 -2.72
F 42.57 11.32 -0.63
F 42.62 9.53 -1.87
C 39.72 8.91 -1.96
C 38.88 8.16 -0.94
H 37.94 8.70 -0.72
H 38.59 7.20 -1.36
H 39.41 8.01 0.00
H 40.61 8.33 -2.18
H 39.14 9.04 -2.88
H 40.77 10.74 -3.31
C 41.93 9.49 1.95
O 40.87 8.84 2.67
H 41.82 9.36 0.88
H 41.97 10.57 2.15
H 42.86 9.06 2.30
H 40.04 9.18 2.31
```

- LUMO level (eV) = -9.25
- frontier orbital gap (eV) = 4.78
- HOMO level (eV) = -14.025
- net charge = +2

=====

# 6
Density functional theory data (the ωB97M-V functional and the def2-TZVPD basis) for C25H30Cl2FHfN3OS as an isolated structure in a non-equilibrium geometry.

The geometry in XYZ format:
```
64
Properties=species:S:1:pos:R:3
Hf -0.42 0.38 0.55
C -3.65 -4.99 0.85
N -3.35 -3.68 1.38
C -2.15 -3.08 1.34
N -1.17 -3.73 0.73
S -1.95 -1.59 2.11
H -4.66 -5.26 1.15
H -2.97 -5.74 1.24
H -3.61 -5.00 -0.25
H -4.07 -3.15 1.84
H -1.32 -4.60 0.24
H -0.26 -3.31 0.66
C 2.72 -4.12 0.73
C 2.58 -3.73 2.06
C 2.10 -2.47 2.39
C 1.72 -1.56 1.38
C 1.88 -1.97 0.04
C 2.38 -3.22 -0.27
N 1.13 -0.35 1.63
C 1.36 0.40 2.78
C 0.30 1.14 3.33
C 0.51 1.98 4.41
C 1.77 2.12 4.96
C 2.83 1.40 4.42
C 2.63 0.54 3.35
H 3.11 -5.10 0.49
H 2.84 -4.41 2.86
H 1.98 -2.19 3.43
H 1.63 -1.25 -0.73
H 2.51 -3.50 -1.31
H -0.69 1.00 2.91
H -0.33 2.53 4.83
H 1.94 2.79 5.79
H 3.82 1.50 4.84
H 3.46 -0.01 2.93
C -1.76 1.22 -2.90
O -1.88 0.77 -1.56
C -1.25 -0.45 -1.15
C -0.89 -1.43 -2.25
H -2.12 2.25 -2.92
H -2.38 0.62 -3.57
H -0.73 1.20 -3.25
H 0.02 -1.15 -2.79
H -1.69 -1.51 -3.00
H -0.74 -2.42 -1.83
Cl -2.80 1.40 1.18
C -3.39 1.80 2.81
Cl -5.15 1.96 2.80
H -2.96 2.76 3.10
H -3.11 1.00 3.48
F -0.95 6.25 3.09
C -0.53 5.25 2.28
C -1.36 4.84 1.25
C -0.93 3.82 0.42
C 0.31 3.18 0.60
C 0.72 2.06 -0.27
C 1.12 3.66 1.64
C 0.71 4.69 2.47
H -2.31 5.33 1.10
H -1.55 3.52 -0.41
H 1.79 1.87 -0.22
H 0.42 2.23 -1.31
H 2.10 3.23 1.79
H 1.35 5.06 3.27
```

- energy relative to the best compared isomer or geometry (same formula, charge and spin) (kcal per mole) = 30.9
- LUMO level (eV) = 0.31
- frontier orbital gap (eV) = 5.65
- HOMO level (eV) = -5.346

=====

# 7
Density functional theory data (the ωB97M-V functional and the def2-TZVPD basis) for one molecule with the formula C2H4N2 in a non-equilibrium geometry.

The geometry in XYZ format:
```
8
Properties=species:S:1:pos:R:3
C 1.43 0.34 -0.04
N 0.62 -0.55 0.29
N -0.51 -0.31 -0.49
C -1.49 0.20 0.19
H 2.36 0.37 0.36
H 1.22 1.20 -0.73
H -1.63 0.69 1.30
H -2.39 0.48 -0.47
```

- energy relative to the best compared isomer or geometry (same formula, charge and spin) (kcal per mole) = 66.7
- LUMO level (eV) = 0.99
- frontier orbital gap (eV) = 11.14
- HOMO level (eV) = -10.147
- structure (SMILES) = C=NN=C

=====

# 8
Density functional theory data (the ωB97M-V functional and the def2-TZVPD basis) for an isolated ion of composition C6H12O and charge +1 in a non-equilibrium geometry.

The geometry in XYZ format:
```
19
Properties=species:S:1:pos:R:3
C -1.34 -1.52 1.13
O -2.23 -2.27 0.19
C -1.56 -0.06 1.14
C -0.98 0.71 -0.16
C 0.47 0.28 -0.43
C 1.40 1.17 -0.79
C 2.89 0.79 -1.05
H -1.62 -1.79 2.11
H -0.32 -1.72 0.94
H -1.88 -1.73 -0.48
H -2.55 0.25 1.45
H -0.97 0.28 2.07
H -1.49 0.58 -1.25
H -1.19 1.73 0.29
H 0.84 -0.78 -0.24
H 1.03 2.03 -1.27
H 3.35 1.75 -1.40
H 2.85 0.15 -2.02
H 3.30 0.14 -0.25
```

- energy relative to the best compared isomer or geometry (same formula, charge and spin) (kcal per mole) = 67.2
- LUMO level (alpha / beta) (eV) = -4.97 / -8.89
- frontier orbital gap (alpha / beta) (eV) = 9.16 / 5.23
- 2S+1 = 2
- HOMO level (alpha / beta) (eV) = -14.129 / -14.118
- net charge = +1